1.
ORCA calculation (ωB97M-V with the def2-TZVPD basis set) on C22H57BaF6N3O21S3Zn as an isolated structure in a non-equilibrium geometry.

Results
HOMO (alpha / beta) (Eh): -0.3936 / -0.3936
LUMO level (alpha / beta) (eV): -3.171 / -7.232
Multiplicity: 2
Frontier orbital gap (alpha / beta) (eV): 7.5 / 3.5
Total charge: +1

```
114
C22H57BaF6N3O21S3Zn ωB97M-V with the def2-TZVPD basis set
Ba 2.612 -8.018 28.168
Zn 5.150 -5.262 24.275
S 5.552 -5.511 27.579
O 5.051 -4.372 28.322
O 6.951 -5.812 27.769
O 4.794 -6.704 28.040
O 5.362 -5.291 26.128
C 1.258 -6.797 23.110
F 1.307 -5.956 22.034
F 0.020 -7.311 23.229
F 2.087 -7.796 22.878
S 1.813 -5.909 24.781
O 0.849 -4.791 25.002
O 1.732 -6.927 25.822
O 3.191 -5.439 24.566
C 5.368 -10.036 24.047
F 4.621 -9.980 22.952
F 5.144 -11.159 24.782
F 6.666 -10.016 23.771
S 5.033 -8.449 25.174
O 6.098 -8.290 26.161
O 5.026 -7.270 24.238
O 3.722 -8.658 25.862
C 1.614 -3.902 28.241
C 2.300 -2.755 28.961
O 3.457 -2.314 28.291
O 2.453 -5.067 28.288
H 1.489 -3.762 27.167
H 0.696 -4.220 28.735
H 2.754 -3.137 29.875
H 1.551 -2.005 29.215
H 4.159 -2.963 28.373
H 3.366 -4.787 28.192
C 4.245 -3.938 21.999
C 4.696 -2.787 22.967
O 4.821 -3.268 24.301
O 4.945 -5.140 22.222
H 4.149 -3.613 20.963
H 3.179 -4.054 22.193
H 3.826 -2.132 23.021
H 5.527 -2.259 22.498
H 4.692 -2.543 24.916
H 4.784 -5.650 21.425
C -0.167 -11.179 25.704
C 1.041 -10.252 25.997
O 1.555 -10.403 27.331
O 0.075 -12.538 25.878
H -0.448 -11.127 24.653
H -0.963 -10.874 26.383
H 0.673 -9.229 25.927
H 1.871 -10.415 25.310
H 2.043 -11.221 27.448
H 0.038 -12.716 26.820
C -2.508 -4.801 24.511
C -2.142 -3.329 24.767
O -0.792 -2.955 24.487
O -3.919 -5.059 24.467
H -2.053 -5.399 25.301
H -2.010 -5.132 23.599
H -2.433 -3.021 25.771
H -2.786 -2.827 24.045
H -0.202 -3.636 24.819
H -4.259 -4.658 23.663
C 4.336 -5.165 18.153
C 3.291 -5.855 19.004
C 2.057 -6.438 18.257
O 1.071 -7.119 18.998
C 0.124 -7.961 18.335
N 4.001 -6.803 19.868
H 4.571 -5.785 17.288
H 5.251 -5.044 18.732
H 3.891 -4.225 17.825
H 2.873 -5.136 19.708
H 2.418 -7.287 17.675
H 1.572 -5.778 17.538
H -0.674 -8.368 18.956
H 0.726 -8.808 18.004
H -0.355 -7.635 17.412
H 4.414 -7.477 19.238
H 3.335 -7.473 20.224
C 1.638 -1.336 25.150
C 2.846 -0.347 25.189
C 2.607 0.998 26.032
O 3.739 1.884 26.026
C 3.330 3.123 26.702
N 3.917 -1.144 25.725
H 0.901 -0.833 24.524
H 1.213 -1.556 26.129
H 1.882 -2.325 24.762
H 3.158 -0.081 24.179
H 2.413 0.740 27.073
H 1.715 1.514 25.675
H 2.456 3.504 26.174
H 4.167 3.820 26.734
H 3.020 2.929 27.728
H 3.713 -1.523 26.639
H 4.794 -0.644 25.766
C -0.469 -13.539 21.826
C 0.991 -13.394 22.051
C 1.522 -11.942 21.981
O 1.351 -11.429 20.672
C 1.962 -10.172 20.450
N 1.233 -14.026 23.314
H -0.737 -14.595 21.825
H -0.730 -13.229 20.814
H -1.054 -12.977 22.554
H 1.548 -13.946 21.294
H 2.548 -11.797 22.320
H 0.997 -11.306 22.694
H 1.781 -9.287 21.060
H 1.928 -9.888 19.399
H 3.038 -10.305 20.563
H 0.617 -14.817 23.437
H 0.863 -13.479 24.079
```


2.
ORCA calculation (ωB97M-V with the def2-TZVPD basis set) on C37H14F15GeN7O6RuSSe as an isolated structure in a non-equilibrium geometry.

Results
HOMO (alpha / beta) (Eh): -0.4210 / -0.4302
Relative energy (zero: lowest compared OMol25 entry of this formula, charge and spin) (kJ/mol): 26.64
LUMO level (alpha / beta) (eV): -3.374 / -4.549
Multiplicity: 6
Frontier orbital gap (alpha / beta) (eV): 8.1 / 7.2
Total charge: +1

```
83
C37H14F15GeN7O6RuSSe ωB97M-V with the def2-TZVPD basis set
Ru -0.965 0.905 -1.239
O -2.477 6.772 -0.823
C -1.235 6.620 -0.396
O -0.562 7.527 0.019
C -0.666 5.237 -0.440
C 0.606 4.956 -0.013
N 0.805 3.639 -0.184
N -0.273 3.042 -0.709
C -1.174 3.997 -0.860
C -2.500 3.543 -1.367
O -3.380 4.360 -1.605
O -2.605 2.260 -1.509
H -2.853 5.914 -1.132
H 1.355 5.618 0.403
H 1.607 3.097 0.074
Se 1.659 -1.538 -8.284
N 2.505 -1.048 -6.807
C 1.571 -0.709 -5.970
C 1.851 -0.236 -4.609
C 3.143 -0.090 -4.105
C 3.315 0.358 -2.815
C 2.191 0.646 -2.054
N 0.954 0.516 -2.530
C 0.781 0.080 -3.790
C -0.608 -0.025 -4.268
N -1.566 0.328 -3.399
C -2.841 0.298 -3.775
C -3.219 -0.111 -5.047
C -2.245 -0.495 -5.937
C -0.905 -0.449 -5.550
C 0.204 -0.817 -6.436
N 0.031 -1.243 -7.651
H 3.987 -0.333 -4.743
H 4.303 0.481 -2.385
H 2.282 0.971 -1.026
H -3.564 0.625 -3.041
H -4.267 -0.118 -5.321
H -2.488 -0.825 -6.941
F -1.850 -1.981 2.851
C -1.487 -1.156 3.847
C -0.229 -0.576 3.863
C 0.032 0.314 4.898
F 1.195 0.962 4.986
C -0.891 0.579 5.884
F -0.614 1.424 6.867
C -2.124 -0.035 5.837
F -3.020 0.218 6.769
C -2.430 -0.900 4.809
F -3.637 -1.463 4.749
Ge 0.993 -0.879 2.389
S 0.137 0.174 0.661
C 1.230 -2.758 1.943
C 0.812 -3.841 2.701
F 0.241 -3.682 3.899
C 1.003 -5.138 2.278
F 0.593 -6.161 3.017
C 1.637 -5.375 1.076
F 1.819 -6.615 0.663
C 2.094 -4.326 0.309
F 2.720 -4.564 -0.838
C 1.891 -3.042 0.754
F 2.373 -2.053 -0.014
C 2.800 -0.263 2.808
C 3.457 0.827 2.269
F 2.858 1.647 1.371
C 4.752 1.153 2.600
F 5.348 2.207 2.050
C 5.433 0.373 3.509
F 6.676 0.673 3.833
C 4.814 -0.717 4.083
F 5.468 -1.458 4.963
C 3.515 -1.010 3.733
F 2.941 -2.049 4.351
N -5.001 -1.828 1.501
C -4.544 -1.693 0.086
C -3.321 -0.738 0.097
O -3.089 -0.223 1.223
O -2.725 -0.561 -0.997
H -4.829 -2.737 1.906
H -5.965 -1.571 1.656
H -4.231 -1.019 1.892
H -5.327 -1.243 -0.515
H -4.277 -2.648 -0.351
```


> multiplicity of number 2 (C37H14F15GeN7O6RuSSe)?

6


> Which formula does entry 2 have?

C37H14F15GeN7O6RuSSe